(1)
{"formula": "C2H4N4P", "method": "the ωB97M-V functional and the def2-TZVPD basis", "total_charge": -1, "smiles": "C[PH]#C/N=N\\N=[N-]", "relative_energy_kj_mol": 328.9, "orbital_gap_ev": [7.32, 7.32], "symbols": ["C", "P", "C", "N", "N", "N", "N", "H", "H", "H", "H"], "positions_angstrom": [[-1.3465, 0.6990, -0.8829], [-1.0071, -1.1026, -0.6336], [0.4321, -0.8013, 0.2478], [1.5360, -1.3614, 0.4412], [2.3841, -0.7878, 1.4069], [1.9190, 0.2853, 1.8545], [0.8615, 0.8609, 1.8435], [-2.2412, 1.1399, -1.3561], [-0.4974, 1.1638, -1.2493], [-1.3547, 0.9327, 0.2113], [-0.6858, -1.0285, -1.8832]], "atomic_forces_ev_per_a": [[-2.192, 0.340, 2.927], [-2.443, 0.178, 1.617], [2.220, 0.588, 1.778], [-2.292, -0.191, -1.052], [2.639, -0.569, -0.040], [-2.122, 1.751, 1.865], [1.012, -1.727, -1.853], [0.104, -0.780, 0.074], [1.726, 0.839, -0.868], [-0.230, 0.721, -0.841], [1.577, -1.151, -3.607]], "lowdin_charge": [-0.411, 0.714, -0.536, -0.127, -0.180, -0.358, 0.043, 0.022, -0.016, 0.000, -0.152]}

---

(2)
{"formula": "C2H4N4S", "method": "the ωB97M-V functional and the def2-TZVPD basis", "smiles": "c1nnn[nH]1.C=S", "relative_energy_kj_mol": 314.8, "orbital_gap_ev": 8.31, "symbols": ["C", "N", "N", "N", "N", "H", "H", "C", "S", "H", "H"], "positions_angstrom": [[-0.9297, 0.0101, -1.1805], [-0.7177, -1.0826, -0.4774], [-1.5392, -1.0584, 0.5225], [-2.1585, -0.0118, 0.6194], [-1.8122, 0.7736, -0.5200], [-0.3497, 0.1618, -2.0990], [-2.4361, 1.5905, -0.6678], [2.2291, 0.2838, 0.0956], [1.4466, 0.4449, 1.5042], [2.4432, -0.7532, -0.3378], [2.8122, 1.1187, -0.3033]], "atomic_forces_ev_per_a": [[0.607, 0.103, -0.286], [1.132, -0.537, -2.755], [0.630, -2.031, 2.249], [-2.130, 3.444, -0.859], [-0.897, -0.636, 1.226], [-0.693, 0.478, 0.526], [1.231, -0.929, -0.235], [0.864, -1.319, 0.931], [0.265, 0.030, -0.842], [-0.625, 1.548, 0.326], [-0.386, -0.151, -0.282]], "lowdin_charge": [-0.223, -0.021, -0.099, 0.002, 0.050, 0.123, 0.161, -0.596, 0.582, 0.032, -0.009]}

---

(3)
{"formula": "C2H4N4S", "method": "the ωB97M-V functional and the def2-TZVPD basis", "relative_energy_kj_mol": 393.7, "orbital_gap_ev": 8.91, "symbols": ["C", "C", "N", "N", "N", "N", "S", "H", "H", "H", "H"], "positions_angstrom": [[-0.4061, 0.8857, 2.1808], [-0.6125, 1.0587, -0.4213], [0.4337, 0.0212, 1.8201], [-0.5135, 1.0890, -1.6435], [0.5867, -0.1248, 0.5377], [1.0671, -1.2165, -0.1999], [-1.2497, 1.8635, 0.9133], [-0.4671, 0.9970, 3.2497], [-0.8123, 1.8473, -2.2431], [1.7809, -1.0236, -0.8802], [0.2332, -1.6002, -0.6489]], "atomic_forces_ev_per_a": [[-0.015, 0.508, 0.447], [2.636, -1.734, 1.599], [0.348, -2.035, -1.081], [0.442, -0.522, -0.210], [-0.996, 2.630, -3.919], [-1.687, -0.397, 1.829], [-0.372, 0.196, 1.080], [-0.663, 0.806, -0.032], [-0.411, -0.050, 0.344], [0.067, 0.838, 0.005], [0.652, -0.241, -0.063]], "lowdin_charge": [-0.473, -0.626, -0.053, 0.073, -0.201, 0.043, 0.957, 0.067, 0.064, 0.069, 0.079]}

---

(4)
{"formula": "C2H4N4S", "method": "the ωB97M-V functional and the def2-TZVPD basis", "relative_energy_kj_mol": 519.4, "orbital_gap_ev": [8.37, 7.12], "symbols": ["C", "C", "N", "N", "N", "N", "S", "H", "H", "H", "H"], "positions_angstrom": [[-2.4684, -0.6757, 0.7290], [-1.3986, -1.1908, -0.2439], [-2.8008, 0.4819, 0.8303], [-0.2148, -0.6540, -0.1702], [0.3228, 0.3323, 0.7236], [1.0856, 1.2344, 0.2133], [-1.6409, -2.4364, -1.2544], [-2.9208, -1.6252, 1.3057], [0.3795, -0.9417, -0.8970], [1.6845, 0.9336, -0.5465], [1.5112, 1.8534, 0.9064]], "atomic_forces_ev_per_a": [[0.266, -3.999, 0.420], [-1.369, -0.022, 1.177], [-0.595, 1.543, 0.286], [2.866, 3.592, 1.041], [-3.681, -2.928, 2.039], [1.446, 1.091, -1.795], [-0.704, -0.652, -0.550], [0.509, 2.125, -0.922], [1.171, -0.569, -1.117], [0.354, 0.370, -0.242], [-0.262, -0.552, -0.336]], "lowdin_charge": [-0.330, -0.892, 0.191, -0.042, -0.051, 0.013, 0.656, 0.153, 0.088, 0.099, 0.116]}